Here is C15H21ClO6RuS5 as an isolated structure from the Open Molecules 2025 dataset. Energies are from ωB97M-V/def2-TZVPD.

Atoms and positions in Å:
1 Ru -1.055 0.128 -1.099
2 C -2.805 2.926 -1.671
3 C -2.120 2.885 -3.038
4 S -0.678 1.780 -3.131
5 C 0.640 2.813 -2.394
6 C 1.511 1.887 -1.631
7 S 2.829 -1.181 0.775
8 C 2.265 3.433 3.354
9 C 1.999 2.489 4.240
10 S -1.780 -0.525 0.931
11 C -2.692 1.002 1.356
12 C -3.868 1.203 0.406
13 S -3.394 1.242 -1.345
14 H -3.664 3.595 -1.717
15 H -2.129 3.262 -0.885
16 H -1.792 3.877 -3.349
17 H -2.809 2.519 -3.799
18 H 0.200 3.534 -1.708
19 H 1.156 3.321 -3.207
20 H 1.846 2.464 0.911
21 H 2.841 0.450 -1.775
22 H 1.601 4.271 3.167
23 H 3.372 3.838 1.808
24 H 1.094 2.539 4.826
25 H 2.699 1.685 4.425
26 H -2.025 1.859 1.365
27 H -3.064 0.852 2.370
28 H -4.438 2.103 0.640
29 H -4.547 0.352 0.465
30 O 2.343 1.054 -2.344
31 Cl 1.270 1.651 -0.094
32 O 3.473 3.446 2.680
33 O 3.692 -2.357 0.999
34 O -0.170 2.049 0.237
35 O 2.788 -6.325 0.868
36 C 1.527 -5.981 1.187
37 O 0.983 -6.485 2.125
38 C 0.841 -4.947 0.331
39 C -0.514 -4.741 0.577
40 C -1.226 -3.801 -0.145
41 C -0.577 -3.042 -1.114
42 S -1.493 -1.825 -2.017
43 C 0.775 -3.246 -1.373
44 C 1.477 -4.199 -0.653
45 H 3.089 -5.888 0.065
46 H -0.991 -5.333 1.346
47 H -2.280 -3.647 0.047
48 H 1.270 -2.668 -2.144
49 H 2.532 -4.317 -0.869

Computed properties:
Net charge: +1
2S+1: 6
<S²>: 8.79
DFT total energy: -97444.7006 eV
Max |F|: 1.59 eV/A
HOMO level (spin up / spin down): -11.190 / -11.698 eV


Here is a 7-piece molecular cluster, C15H21F4N3O18 overall from the Open Molecules 2025 dataset. Energies are from ωB97M-V/def2-TZVPD.

Atoms and positions in Å:
1 O 2.899 -1.065 -2.182
2 C 2.755 -2.062 -2.903
3 O 2.139 -3.223 -2.527
4 C 2.415 -4.317 -3.419
5 C 3.025 -3.600 -4.593
6 F 2.133 -3.549 -5.532
7 O 3.320 -2.277 -4.087
8 H 3.170 -5.048 -3.129
9 H 1.467 -4.828 -3.583
10 H 3.937 -4.053 -4.981
11 O -1.832 -1.937 -2.488
12 C -1.778 -2.416 -3.661
13 O -0.926 -2.023 -4.645
14 C -1.210 -2.627 -5.879
15 C -2.227 -3.660 -5.496
16 F -1.616 -4.799 -5.729
17 O -2.515 -3.475 -4.141
18 H -1.631 -1.923 -6.598
19 H -0.373 -3.094 -6.398
20 H -3.087 -3.539 -6.156
21 O -0.075 2.083 2.346
22 C 0.091 1.212 1.502
23 O 0.467 -0.084 1.735
24 C 0.460 -0.785 0.480
25 C 0.615 0.361 -0.462
26 F -0.008 0.050 -1.593
27 O -0.050 1.380 0.240
28 H 1.257 -1.517 0.350
29 H -0.483 -1.332 0.437
30 H 1.675 0.570 -0.604
31 O 0.655 3.320 7.141
32 C 0.292 4.107 6.244
33 O 0.345 3.808 4.971
34 C -0.165 4.857 4.206
35 C -1.082 5.583 5.254
36 F -2.397 5.209 5.193
37 O -0.415 5.219 6.434
38 H 0.591 5.536 3.812
39 H -0.855 4.517 3.433
40 H -1.001 6.670 5.284
41 C -0.574 4.522 -1.358
42 N 0.815 4.919 -1.722
43 O 1.668 4.753 -0.884
44 O 0.982 5.346 -2.853
45 H -1.311 5.188 -1.808
46 H -0.583 4.498 -0.269
47 H -0.613 3.506 -1.753
48 C -4.105 -3.012 0.513
49 N -3.032 -2.751 1.510
50 O -2.611 -1.610 1.531
51 O -2.622 -3.718 2.160
52 H -4.343 -2.042 0.078
53 H -5.005 -3.471 0.922
54 H -3.567 -3.513 -0.292
55 C 1.573 0.137 4.809
56 N 2.830 -0.132 5.568
57 O 3.850 -0.396 4.933
58 O 2.848 -0.023 6.728
59 H 1.605 -0.568 3.978
60 H 1.534 1.192 4.539
61 H 0.678 -0.074 5.396

Computed properties:
2S+1: 1
SMILES: O=C1OC[C@@H](F)O1.O=C1OC[C@@H](F)O1.O=C1OC[C@@H](F)O1.O=C1OC[C@@H](F)O1.C[N+](=O)[O-].C[N+](=O)[O-].C[N+](=O)[O-]
DFT total energy: -68080.7621 eV
Max |F|: 6.22 eV/A
Energy above the lowest of the compared OMol25 structures with the same formula, charge and spin: 215.46 kJ/mol
HOMO level: -10.010 eV


Here is C15H21GeMoN3O7S2 as an isolated structure from the Open Molecules 2025 dataset. Energies are from ωB97M-V/def2-TZVPD.

Atoms and positions in Å:
1 Mo 0.112 0.224 -0.323
2 O -2.560 1.262 -1.117
3 S -1.686 2.297 -1.708
4 O -2.146 2.926 -2.935
5 O -0.315 1.562 -1.873
6 C -1.616 3.707 -0.560
7 C -2.193 4.860 -1.135
8 C -2.090 6.064 -0.518
9 C -1.432 6.268 0.722
10 C -0.968 5.155 1.396
11 C -1.054 3.908 0.695
12 S -0.329 2.492 1.511
13 O 0.090 2.838 2.836
14 O -1.369 1.420 1.424
15 O 0.846 2.081 0.604
16 H -2.788 4.716 -2.043
17 H -2.558 6.909 -0.982
18 H -1.287 7.254 1.094
19 H -0.432 5.186 2.351
20 C -0.250 -3.507 2.712
21 N -1.102 -2.977 1.677
22 C -2.042 -3.774 0.988
23 C -2.842 -3.237 -0.006
24 C -2.458 -1.930 -0.488
25 N -1.308 -1.367 -0.040
26 C -0.599 -1.908 0.988
27 O 0.526 -1.356 1.233
28 N -3.171 -1.272 -1.386
29 H -0.721 -4.374 3.231
30 H -0.006 -2.715 3.441
31 H 0.634 -3.978 2.247
32 H -2.046 -4.829 1.388
33 H -3.799 -3.721 -0.325
34 H -4.064 -1.519 -1.690
35 H -3.074 -0.266 -1.420
36 C 2.068 -3.181 -1.497
37 Ge 3.148 -1.691 -0.771
38 C 3.705 -1.992 1.122
39 C 4.713 -1.383 -1.886
40 C 1.886 -0.213 -0.914
41 H 2.719 -3.670 -2.205
42 H 1.154 -2.771 -1.903
43 H 1.833 -3.920 -0.724
44 H 3.497 -3.015 1.433
45 H 3.114 -1.300 1.765
46 H 4.759 -1.748 1.332
47 H 4.341 -1.037 -2.863
48 H 5.335 -2.328 -2.029
49 H 5.361 -0.668 -1.384
50 H 2.468 0.517 -1.467

Computed properties:
Net charge: +2
2S+1: 1
DFT total energy: -114721.5094 eV
Max |F|: 4.25 eV/A
HOMO level: -15.258 eV


Here is a single C15H21N3O3S molecule from the Open Molecules 2025 dataset. Energies are from ωB97M-V/def2-TZVPD.

Atoms and positions in Å:
1 C 2.612 4.013 1.447
2 C 1.641 3.143 0.659
3 C 2.378 2.221 -0.310
4 C 1.421 1.401 -1.178
5 N 0.575 0.557 -0.380
6 C -0.720 0.781 -0.025
7 S -1.691 2.075 -0.655
8 C -3.292 1.438 -0.095
9 C -3.410 -0.038 -0.450
10 O -2.988 -0.524 -1.465
11 O -4.099 -0.667 0.488
12 C -4.191 -2.094 0.407
13 C -3.282 -2.725 1.451
14 N -1.144 -0.136 0.800
15 N -0.127 -0.986 1.013
16 C 0.900 -0.582 0.318
17 C 2.199 -1.221 0.271
18 C 3.086 -1.407 1.371
19 C 4.170 -2.047 0.866
20 O 4.018 -2.277 -0.451
21 C 2.820 -1.778 -0.817
22 C 2.377 -1.947 -2.226
23 H 2.071 4.657 2.136
24 H 3.299 3.395 2.022
25 H 3.195 4.640 0.776
26 H 1.050 2.545 1.356
27 H 0.950 3.777 0.098
28 H 3.024 1.541 0.251
29 H 3.010 2.816 -0.973
30 H 1.990 0.773 -1.868
31 H 0.768 2.065 -1.752
32 H -4.050 2.017 -0.623
33 H -3.386 1.574 0.980
34 H -5.240 -2.342 0.588
35 H -3.905 -2.407 -0.602
36 H -2.262 -2.373 1.314
37 H -3.308 -3.806 1.353
38 H -3.609 -2.448 2.449
39 H 2.914 -1.100 2.381
40 H 5.081 -2.384 1.319
41 H 2.508 -2.984 -2.531
42 H 2.969 -1.327 -2.901
43 H 1.328 -1.682 -2.320

Computed properties:
2S+1: 1
SMILES: CCCCn1c(SCC(=O)OCC)nnc1-c1ccoc1C
DFT total energy: -37343.6307 eV
Max |F|: 1.10 eV/A
Energy above the lowest of the compared OMol25 structures with the same formula, charge and spin: 170.35 kJ/mol
HOMO level: -8.343 eV


Here is a 2-piece molecular cluster, C15H21N4O3 overall from the Open Molecules 2025 dataset. Energies are from ωB97M-V/def2-TZVPD.

Atoms and positions in Å:
1 C 1.479 -1.412 2.672
2 C 0.477 -0.928 1.652
3 C 0.910 0.381 0.766
4 N -0.234 1.134 0.125
5 C -0.021 1.451 -1.349
6 N -1.219 2.228 -1.883
7 C -2.038 2.303 -0.599
8 N -3.229 2.985 -0.646
9 O -4.072 3.197 0.379
10 N -1.441 1.608 0.613
11 C -1.936 1.446 2.033
12 C -3.027 0.245 2.261
13 C -4.500 0.749 2.807
14 C -3.296 -0.711 0.957
15 H 1.730 -2.570 2.809
16 H 1.944 -0.564 3.362
17 H -0.548 -1.488 1.588
18 H 1.587 -0.023 -0.124
19 H 1.628 1.083 1.409
20 H 0.912 1.145 -1.988
21 H -3.499 3.397 -1.587
22 H -3.673 3.885 1.020
23 H -2.410 2.465 2.409
24 H -1.007 1.231 2.722
25 H -2.585 -0.455 3.120
26 H -4.380 1.760 3.407
27 H -4.885 -0.103 3.549
28 H -5.290 0.887 1.926
29 H -3.271 -0.165 -0.078
30 H -2.613 -1.685 0.920
31 H -4.407 -1.130 1.076
32 C 4.769 -1.807 -4.324
33 C 3.862 -0.932 -3.878
34 C 3.435 -0.924 -2.465
35 O 2.603 -0.125 -2.057
36 C 4.051 -1.918 -1.564
37 C 4.958 -2.792 -2.009
38 C 5.384 -2.801 -3.422
39 O 6.216 -3.600 -3.831
40 H 5.092 -1.827 -5.358
41 H 3.401 -0.197 -4.527
42 H 3.728 -1.898 -0.530
43 H 5.418 -3.528 -1.360

Computed properties:
Net charge: +1
2S+1: 1
DFT total energy: -27980.7684 eV
Max |F|: 8.12 eV/A
HOMO level: -11.820 eV


The lowest DFT total energy belongs to which entry? C15H21GeMoN3O7S2


The highest DFT total energy belongs to which entry? C15H21N4O3


The lowest DFT total energy belongs to which entry? C15H21GeMoN3O7S2